Entry 1:
{
  "formula": "C19H23BiF6O2",
  "method": "ωB97M-V with the def2-TZVPD basis set",
  "lumo_ev": [5.0, 5.0],
  "total_charge": -2,
  "elements": ["Bi", "F", "F", "F", "F", "F", "F", "O", "O", "C", "C", "C", "C", "C", "C", "C", "C", "C", "C", "C", "C", "C", "C", "C", "C", "C", "C", "C", "H", "H", "H", "H", "H", "H", "H", "H", "H", "H", "H", "H", "H", "H", "H", "H", "H", "H", "H", "H", "H", "H", "H"],
  "coordinates": [[0.05661, 0.31515, 0.00963], [3.26626, -1.67185, -0.41793], [3.66852, 1.41222, -3.26434], [3.70449, -1.18503, -2.51148], [5.28799, 1.85038, -1.85865], [5.23133, -0.85998, -0.96975], [3.39808, 2.95477, -1.72878], [1.93461, 0.63970, -1.17138], [-1.80583, -0.61325, -0.89779], [-0.82354, -2.11984, 1.76159], [-1.54836, -1.18325, -2.27229], [1.36827, -1.60184, 2.27968], [3.77206, 1.06925, 0.44169], [-0.82685, -1.15080, 2.81827], [0.52725, 3.17205, 1.72710], [-4.12310, -0.30978, -0.24462], [3.92896, 1.71624, -1.97669], [0.52074, -0.84019, 3.13614], [-3.18350, -1.33590, -0.87303], [-0.80780, 2.88260, 2.09924], [3.89254, -0.76904, -1.24360], [0.53144, -2.39280, 1.42407], [-0.66950, 2.65688, -0.20188], [3.30697, 0.67169, -0.94258], [-1.56374, 2.57554, 0.94200], [-3.58853, -2.76213, -0.45776], [0.63282, 3.03937, 0.31573], [-3.06272, -1.32003, -2.46728], [-1.03396, -0.54662, -3.01516], [-0.97156, 2.67054, -1.26036], [2.44715, -1.70057, 2.37111], [1.32076, 3.51752, 2.38783], [-1.20580, 2.94376, 3.11923], [-2.63590, 2.42179, 0.87783], [3.42538, 0.33734, 1.17923], [-1.69921, -2.60038, 1.33618], [-1.72370, -0.74925, 3.30054], [-3.70826, 0.72823, -0.15575], [1.48141, 3.31418, -0.29886], [-3.53000, -0.39810, -2.81647], [4.86780, 1.11037, 0.47226], [-2.77205, -3.49991, -0.56112], [3.38647, 2.06075, 0.70119], [-4.49399, -3.05219, -1.09676], [-5.07871, -0.29887, -0.87339], [0.87071, -3.17081, 0.73293], [-1.12158, -2.19114, -2.14624], [-4.35162, -0.61609, 0.79024], [-3.45233, -2.16906, -3.03389], [0.85415, -0.18797, 3.93790], [-3.90058, -2.76365, 0.59621]],
  "atomic_forces_ev_per_a": [[1.79, 0.30, 0.50], [0.80, 0.70, -0.93], [0.24, 0.33, 0.45], [0.25, 0.02, 0.48], [-0.42, 0.06, -0.27], [-0.35, -0.21, -0.32], [0.59, -0.80, -0.40], [2.99, 0.13, -0.26], [-1.01, -2.61, -1.60], [0.51, 0.50, 0.67], [-1.10, 0.16, 0.46], [-1.02, -0.32, 0.32], [0.35, 0.21, 0.53], [0.31, -0.59, -0.25], [-0.60, 0.31, -0.86], [-0.87, 0.13, -0.29], [-0.74, -0.31, 0.80], [-0.06, -1.03, -0.14], [-1.49, 0.88, -2.46], [-0.26, 0.48, -0.13], [-0.89, 0.20, 0.87], [0.05, 0.20, 0.53], [-0.14, 0.97, 0.30], [-1.07, -0.11, -1.30], [1.10, 0.24, -0.22], [0.17, 0.04, 0.29], [-0.97, 0.18, 0.55], [-0.44, 0.42, 1.62], [0.11, -0.29, 1.05], [0.22, 0.12, 0.77], [-0.13, 0.21, -0.20], [-0.13, -0.33, -0.09], [0.20, -0.26, -0.42], [0.17, -0.16, 0.12], [-0.14, 0.20, -0.15], [0.17, 0.15, 0.01], [0.36, -0.01, -0.23], [-0.20, -1.03, -0.50], [-0.07, -0.32, 0.11], [0.18, 0.07, -0.25], [-0.14, -0.03, 0.09], [-0.48, 0.28, -0.18], [-0.13, -0.29, -0.05], [1.15, 0.24, 0.75], [0.89, 0.16, 0.98], [-0.08, 0.40, 0.12], [0.38, 0.55, -0.17], [-0.16, 0.10, -0.35], [0.07, -0.12, 0.15], [-0.06, 0.10, -0.25], [0.10, -0.20, -0.23]]
}

Entry 2:
{
  "formula": "C30H59BF9NO7PS",
  "method": "ωB97M-V with the def2-TZVPD basis set",
  "e_above_lowest_kj_mol": 0.0,
  "lumo_ev": -2.5,
  "total_charge": 1,
  "elements": ["S", "P", "F", "F", "F", "F", "F", "F", "F", "F", "F", "O", "O", "O", "O", "O", "O", "O", "N", "C", "C", "C", "C", "C", "C", "C", "C", "C", "C", "C", "C", "C", "C", "C", "C", "C", "C", "C", "C", "C", "C", "C", "C", "C", "C", "C", "C", "C", "C", "B", "H", "H", "H", "H", "H", "H", "H", "H", "H", "H", "H", "H", "H", "H", "H", "H", "H", "H", "H", "H", "H", "H", "H", "H", "H", "H", "H", "H", "H", "H", "H", "H", "H", "H", "H", "H", "H", "H", "H", "H", "H", "H", "H", "H", "H", "H", "H", "H", "H", "H", "H", "H", "H", "H", "H", "H", "H", "H", "H"],
  "coordinates": [[-3.09049, -2.22375, -0.64642], [2.14978, -1.25206, 2.35292], [-0.21726, -4.72051, 0.74626], [-2.29324, -4.69992, -0.79198], [-4.32012, -3.16480, -0.89971], [-3.66619, -1.86423, 0.78462], [-1.87187, -1.25672, -0.30571], [-0.43402, -2.64515, 1.30468], [-3.85854, -0.99691, -1.23953], [-2.51106, -2.51631, -2.07039], [-2.71369, -4.03585, 1.21333], [0.11704, 2.65656, -0.92680], [3.56052, -1.07707, 2.69642], [6.84468, -1.05008, -0.16535], [-0.80286, -7.59969, -2.87386], [5.42794, 0.58762, 0.82726], [-2.66210, 4.68038, 2.21450], [-5.53958, -2.87650, 5.02565], [1.72195, -0.50346, 0.77215], [4.35670, -1.42131, -0.41562], [-1.15536, 2.56326, -1.59097], [-0.77356, -7.14954, -4.22814], [4.02866, 1.77979, -1.27883], [-2.15080, -3.70390, 0.07582], [3.17880, -0.70374, -1.11290], [4.04553, 3.03912, -0.43458], [-3.95498, 4.61690, 1.60326], [-4.42845, 6.00401, 1.19970], [4.67426, 5.51667, -0.55621], [-5.31650, -4.27816, 4.87278], [2.43952, 0.85104, 0.61295], [0.16823, -5.96346, -4.37232], [-0.62961, -3.51701, 0.28663], [0.18861, -3.16758, -0.91821], [-1.62500, 3.94665, -2.00305], [-6.43753, -4.91000, 4.06220], [5.09765, 7.91266, -0.82369], [3.63569, 7.15842, 0.94374], [1.85340, -1.25541, -0.55569], [-2.14562, 1.86344, -0.67961], [3.83301, 5.82521, 0.53355], [-2.17786, -6.81661, -4.70728], [4.26846, 8.20674, 0.27650], [-3.95554, -4.53085, 4.24158], [5.29116, 6.58102, -1.22718], [2.96318, 0.77165, -0.82764], [1.62570, -2.74754, -0.54385], [4.95911, 4.11020, -1.00499], [-4.94842, 3.92933, 2.52657], [5.59065, -0.56718, 0.08848], [-0.18822, -5.12621, -3.76084], [3.17380, 1.00478, 1.38319], [-5.54538, -2.48470, 4.14639], [-5.06857, 4.50359, 3.44840], [-3.91749, -4.08417, 3.24831], [-4.53381, 6.63961, 2.08233], [1.16881, -6.22660, -4.02715], [1.64234, 1.57162, 0.59174], [-3.16786, -4.07340, 4.84167], [-6.46720, -4.47911, 3.05696], [5.96679, 3.89432, -0.65432], [1.23261, -0.56759, 3.15811], [4.12271, 9.22418, 0.58829], [3.14480, -0.87593, -2.17975], [-0.98347, 1.95668, -2.48184], [4.34300, 2.83004, 0.58592], [-2.74139, 5.21222, 3.01325], [2.08969, 1.04588, -1.41347], [4.75719, -2.15623, -1.10199], [-3.81426, 4.00997, 0.70741], [4.02365, -1.98766, 0.44742], [3.02814, 3.42491, -0.41542], [-2.17976, -6.50777, -5.75314], [-2.57526, 3.89552, -2.53437], [-2.83193, -7.68072, -4.59896], [7.50469, -0.35589, -0.24503], [2.28687, -3.19791, -1.26897], [0.72275, -0.31092, 0.87826], [1.88049, -3.21491, 0.39923], [-0.89057, 4.42668, -2.64905], [3.00454, 7.37058, 1.78841], [0.23800, -4.04493, -1.54593], [-3.11730, 1.74835, -1.16029], [-5.39183, 5.96175, 0.69126], [6.06951, 0.60576, 1.54302], [5.59315, 8.70350, -1.35588], [-1.75664, 4.57938, -1.12075], [-3.74963, -5.59835, 4.15132], [0.23458, -5.62582, -5.40694], [-2.59984, -6.00371, -4.10798], [-1.16017, -6.88715, -2.33414], [4.99696, 4.05615, -2.08707], [-5.32755, -4.68395, 5.88427], [1.73484, -2.57952, 2.28358], [1.08381, -0.82236, -1.18820], [-7.40180, -4.71997, 4.53208], [-4.59359, 2.93545, 2.80147], [-2.28075, 2.43714, 0.24188], [5.01322, 1.33415, -1.34360], [3.74768, 2.09433, -2.27764], [-0.02093, 3.22247, -0.15669], [-0.38252, -7.98851, -4.80305], [-6.30251, -5.98814, 3.96876], [-1.77962, 0.87964, -0.40558], [5.92893, 6.38238, -2.07242], [-5.92630, 3.83120, 2.05470], [3.32873, 5.05248, 1.08390], [-0.25982, -2.38508, -1.51238], [-3.70552, 6.47890, 0.53593]],
  "atomic_forces_ev_per_a": [[-0.71, -0.10, 1.41], [0.94, -0.06, 0.52], [0.20, -0.23, 0.27], [-0.10, -0.47, -0.40], [-0.19, 0.03, -0.29], [-0.21, 0.07, 0.10], [0.60, 0.26, -0.37], [0.02, 0.57, 0.46], [-0.15, -0.05, -0.13], [0.34, -0.10, -0.53], [-0.21, -0.25, 0.53], [0.12, -0.25, 0.07], [-0.04, 0.06, -0.02], [-0.21, -0.03, -0.48], [0.15, -0.07, -0.07], [-0.16, -0.36, 0.25], [0.05, -0.15, -0.20], [0.06, -0.05, 0.14], [-0.76, -0.30, 0.55], [0.38, 0.48, -0.73], [-0.17, 0.21, 0.14], [-0.16, 0.26, 0.06], [-0.20, -0.04, 0.26], [0.29, 0.46, -0.54], [-0.48, -0.62, 1.18], [-0.18, 0.25, -0.25], [-0.20, 0.16, 0.18], [0.15, 0.02, -0.05], [-0.56, 0.85, 0.41], [-0.01, -0.02, -0.28], [-0.33, -0.18, -1.05], [0.13, -0.03, 0.08], [-0.22, -0.41, -0.35], [0.64, 0.33, -0.20], [0.08, 0.03, -0.03], [-0.06, 0.03, 0.07], [-0.50, -0.87, 0.60], [0.57, -0.38, -0.67], [0.45, 0.36, -0.76], [-0.01, 0.11, 0.04], [0.50, 0.82, -0.49], [-0.02, -0.08, 0.02], [0.35, -0.91, -0.64], [0.06, 0.03, 0.20], [-0.44, 0.68, 0.64], [0.12, 0.40, -0.30], [-0.40, -0.45, 0.27], [0.27, -0.05, 0.56], [0.10, -0.11, 0.01], [0.17, -0.07, 0.17], [-0.08, 0.02, -0.06], [0.22, -0.19, 0.25], [-0.05, 0.03, -0.03], [-0.05, 0.05, -0.02], [-0.07, -0.02, -0.09], [-0.06, -0.02, 0.02], [0.00, -0.03, -0.02], [-0.13, 0.50, 0.52], [-0.01, -0.02, 0.03], [0.05, -0.03, -0.03], [0.32, -0.17, -0.15], [-0.22, 0.02, -0.14], [-0.04, 0.24, 0.09], [0.34, -0.08, -0.33], [0.14, -0.02, 0.01], [-0.02, -0.12, 0.24], [0.02, 0.03, 0.03], [-0.24, 0.03, -0.14], [0.09, -0.27, -0.14], [0.04, -0.01, -0.02], [-0.11, -0.07, 0.28], [-0.26, 0.10, 0.05], [0.00, 0.02, 0.00], [-0.02, 0.00, 0.01], [0.01, -0.02, -0.01], [0.26, -0.05, 0.37], [0.32, 0.02, -0.23], [-0.03, 0.10, -0.05], [0.29, -0.12, 0.11], [0.00, -0.03, -0.02], [-0.18, -0.01, 0.18], [-0.14, -0.34, -0.11], [-0.02, 0.00, 0.00], [-0.01, -0.01, 0.02], [0.21, 0.31, 0.04], [0.10, 0.21, -0.13], [-0.06, -0.03, 0.03], [-0.01, 0.00, -0.03], [-0.02, 0.01, 0.00], [0.03, 0.05, -0.02], [-0.08, -0.01, 0.03], [-0.11, 0.07, -0.29], [-0.01, 0.06, 0.06], [-0.30, 0.11, -0.16], [-0.30, 0.23, 0.12], [0.01, -0.01, 0.02], [0.00, -0.01, -0.03], [-0.03, 0.05, -0.04], [0.22, -0.03, -0.03], [0.08, -0.09, -0.36], [0.01, 0.13, -0.05], [0.02, -0.07, 0.05], [0.01, 0.00, -0.01], [0.02, 0.01, -0.01], [0.14, -0.09, -0.18], [-0.01, 0.02, 0.00], [-0.08, -0.28, 0.10], [-0.21, 0.08, -0.05], [-0.01, -0.02, -0.02]]
}

We obtain E_tot values of -46310.6125; -93142.8082 eV for the records listed above, in that order.
We obtain strongest force on any atom values of 3.23; 1.58 eV/A for the records listed above, in that order.